Record 1
A molecular structure, C23H49FeN2O2P2 at a distorted geometry. Source: the OMol25 dataset; level of theory: ωB97M-V/def2-TZVPD.

Summary:
HOMO energy (alpha / beta) (eV): -8.612 / -11.265
E_tot (Eh): -3111.92977
<S²>: 6.03

The geometry in ORCA input format:
```
! wB97M-V def2-TZVPD RIJCOSX def2/J DEFGRID3
* xyz 1 5
Fe -0.41 -0.06 -1.57
P -0.15 -2.32 -1.59
P -0.15 2.20 -1.28
N 1.75 0.01 -2.53
C 1.49 -2.44 -2.36
H 1.97 -3.35 -1.97
H 1.35 -2.56 -3.43
C 2.43 -1.26 -2.12
H 2.80 -1.23 -1.11
H 3.27 -1.30 -2.80
C 2.42 1.23 -1.97
H 3.27 1.36 -2.63
H 2.80 1.08 -0.97
C 1.49 2.42 -2.04
H 1.34 2.69 -3.09
H 1.96 3.29 -1.55
C 0.03 2.96 0.41
C -1.16 2.72 1.32
H -0.90 3.03 2.34
H -1.46 1.67 1.35
H -2.04 3.31 1.02
C -1.35 3.18 -2.29
C -2.71 3.36 -1.60
H -3.43 3.68 -2.36
H -2.67 4.14 -0.83
H -3.09 2.43 -1.15
C -1.35 -3.14 -2.72
C -2.71 -3.39 -2.08
H -3.44 -3.60 -2.88
H -3.09 -2.53 -1.51
H -2.70 -4.27 -1.42
C 0.00 -3.30 -0.01
C -1.22 -3.21 0.90
H -0.94 -3.56 1.90
H -2.03 -3.86 0.54
H -1.61 -2.19 0.98
C -2.04 -0.09 -0.77
C -0.78 4.51 -2.79
H -0.65 5.23 -1.98
H 0.17 4.39 -3.32
H -1.51 4.94 -3.50
C -0.79 -4.40 -3.38
H -1.51 -4.73 -4.14
H 0.17 -4.21 -3.89
H -0.65 -5.21 -2.66
C 0.42 -4.76 -0.24
H 0.75 -5.18 0.72
H -0.43 -5.37 -0.59
H 1.25 -4.88 -0.94
C 0.40 4.45 0.36
H -0.47 5.08 0.11
H 0.73 4.76 1.36
H 1.22 4.68 -0.33
H 0.89 2.39 0.80
H 0.84 -2.76 0.49
H -1.50 2.51 -3.16
H -1.48 -2.36 -3.50
O -2.82 -0.15 0.16
H 1.97 0.09 -3.55
H -2.23 -0.09 -1.95
O 1.10 -0.34 1.11
C 1.01 -0.36 2.35
C 2.20 -0.38 3.29
C 2.34 0.90 4.12
C 1.50 0.89 5.40
C -0.01 0.84 5.16
C -0.46 -0.41 4.41
N -0.21 -0.36 2.96
H 2.10 -1.27 3.93
H 3.09 -0.49 2.66
H 3.40 1.02 4.40
H 2.08 1.79 3.52
H 1.79 0.02 6.01
H 1.74 1.79 5.99
H -0.51 0.83 6.14
H -0.34 1.74 4.63
H 0.02 -1.30 4.84
H -1.55 -0.51 4.53
H -1.00 -0.44 2.33
*
```

---

Record 2
A single C2H4BrP molecule at a distorted geometry. Source: the OMol25 dataset; level of theory: ωB97M-V/def2-TZVPD.

Summary:
Energy relative to the best compared isomer or geometry (same formula, charge and spin) (kJ/mol): 163.5
HOMO energy (alpha / beta) (eV): -4.634 / -9.463
E_tot (Eh): -2993.77034
<S²>: 2.01

The geometry in ORCA input format:
```
! wB97M-V def2-TZVPD RIJCOSX def2/J DEFGRID3
* xyz 0 3
C 0.01 -0.23 0.79
C 0.37 0.76 -0.11
P -1.30 -0.17 -0.46
Br -0.67 -1.56 -2.04
H 0.58 -1.20 1.13
H -0.33 0.19 1.77
H 0.30 1.77 -0.11
H 1.03 0.45 -0.96
*
```